The following is a DFT calculation (wB97M-V/def2-TZVPD) of C38H76F24N8O21S8 as an isolated structure.

Structure (XYZ):
```
175
Properties=species:S:1:pos:R:3:forces:R:3:mulliken_charge:R:1
H -2.8302 -20.6349 -23.4024 0.4109 0.0267 0.0306 0.311
C 5.0745 -20.8440 -22.6371 0.8693 -0.6278 0.4715 0.712
O -1.9217 -24.3539 -19.9441 0.0335 0.3041 0.4517 -0.693
H 0.4017 -18.2836 -23.1072 -0.1285 -0.0435 0.4641 0.484
O -4.0932 -18.5872 -18.9142 0.9260 0.8259 -1.2199 -0.765
H -3.0594 -22.0646 -10.5548 -0.8057 -0.9329 -0.0469 0.512
H 0.5273 -18.3623 -18.8189 -1.3483 -0.1608 0.9779 -1.548
H -2.7057 -25.7641 -11.0883 -0.2422 0.4280 -0.2256 0.410
H -7.8976 -18.6118 -19.6249 0.3877 0.1616 0.2478 0.203
H -6.1879 -19.9775 -16.7002 -0.7051 0.4564 0.1977 0.230
H -0.4494 -17.5061 -15.9704 0.8681 0.0252 -0.6783 -0.173
C 3.6905 -17.8189 -17.7205 0.5080 -1.4646 0.8622 -0.704
N 1.3506 -21.1677 -13.5274 -0.1320 -1.1541 1.5036 -0.137
O 5.4622 -18.3043 -23.4008 -0.2868 -0.2079 -1.0216 -0.763
F 2.0624 -17.7752 -11.8787 -0.1460 -0.1168 0.4450 -0.231
H 3.9806 -18.5040 -16.8772 -0.4553 0.4388 -0.4622 0.169
O -3.2101 -18.2022 -14.2210 -0.1064 -0.1174 0.6159 0.199
F 3.5670 -19.1292 -12.6206 1.1795 -0.6174 0.8305 -0.229
O -0.1231 -19.7319 -12.1559 0.2846 -0.0558 0.2597 -0.801
O -1.3075 -14.7345 -18.7546 0.7231 -0.1382 0.6877 -0.652
C -2.7084 -18.4451 -12.8629 0.1586 1.2466 -0.8265 -0.261
H -0.8903 -19.3562 -24.2878 -0.4629 -0.0186 0.3242 0.387
H 1.6932 -22.1029 -24.0747 0.0645 0.3324 0.2864 0.318
H -2.3627 -17.5003 -12.4009 -0.7431 -0.1002 -0.1128 0.418
H -0.2369 -16.7105 -21.8642 -0.4730 0.5571 -1.1835 0.607
C 1.7181 -20.3576 -17.5160 0.4489 1.9970 -1.5345 1.285
H -2.9422 -21.5957 -21.9219 0.9353 0.2423 -1.0197 0.420
F 6.3513 -21.2872 -22.8116 -1.4777 0.2676 -0.4258 -0.252
C -6.9295 -19.1503 -16.4817 0.5846 -0.4694 -0.3008 -0.630
C -7.8141 -19.2012 -18.7157 -0.5253 -0.9973 0.4324 -0.900
H 1.7641 -21.4409 -17.4495 0.1645 0.1342 0.0856 -0.441
C 2.5840 -19.7640 -18.6320 -0.2024 0.6980 0.2483 -0.775
F 3.9491 -23.2993 -18.6400 0.2874 0.2445 0.0292 -0.146
C -2.2692 -21.3673 -22.8128 -0.6474 -0.2414 1.3790 -1.671
H -3.0874 -16.1546 -14.0954 -0.4518 -0.1030 0.2457 0.519
H -2.0944 -24.3258 -12.8537 0.4018 0.3982 0.5311 0.491
H -6.7363 -17.1678 -15.5945 -0.6961 0.5109 -0.0493 0.405
H -2.1836 -21.1946 -17.0348 0.3080 -0.3323 0.6241 0.354
H -5.2778 -23.3513 -11.2132 -0.0868 0.1483 0.2259 0.417
O 3.8907 -18.7687 -21.6178 -2.2978 0.0532 1.4452 -0.440
F 2.2304 -23.9360 -17.5091 0.0631 -0.1142 0.0115 -0.197
H -4.2843 -18.5245 -16.1210 0.0262 -1.0725 -0.1791 -0.143
O 0.6771 -18.3514 -21.0558 -0.4033 0.9710 0.0624 1.069
N -3.1261 -16.4215 -18.9161 0.5691 0.0730 0.6270 -0.060
O 1.8438 -20.6625 -10.9843 -0.3292 -1.1377 0.5101 -0.636
O -2.3089 -15.2591 -20.9429 0.1663 0.2043 -1.1117 -0.524
C -2.0096 -25.2285 -10.4614 1.1615 -0.1704 0.6813 -1.216
F 3.4040 -25.3813 -18.6562 -0.1143 -0.1749 0.3325 -0.240
H -3.9860 -23.9719 -12.2582 -0.6971 -0.1874 1.0688 0.323
C -3.7312 -13.8283 -19.1643 0.5073 -1.0098 -1.1797 0.550
C -0.1126 -18.5870 -17.9068 1.3932 1.7154 -1.2364 1.102
H -2.1943 -22.3047 -23.3741 0.1667 0.1620 0.1347 0.342
N 0.5502 -24.3783 -19.5271 -0.7093 0.1557 -0.2265 -0.336
H 2.1400 -19.8370 -19.6155 0.1952 -0.6660 -0.2137 -0.647
H -2.1620 -20.7521 -15.2713 0.3445 -0.1356 -0.3591 0.088
N 0.2010 -20.8662 -23.2136 1.5730 2.9101 -1.6513 1.136
O 1.8945 -22.4048 -20.3074 -0.1091 -0.9733 0.1535 -0.497
S -0.6495 -24.7277 -20.4818 -0.3109 -1.5954 -0.3162 1.060
S -3.5762 -17.5564 -19.8625 -0.7082 -3.2657 -0.0578 0.851
O 0.9015 -23.3298 -14.6355 0.0261 0.0664 -0.5833 -0.486
O 6.7890 -18.1033 -18.8404 -0.2061 -2.1253 -2.0258 -0.732
H 1.1592 -23.6923 -6.9538 -0.0372 2.2746 0.7072 0.397
C 0.3947 -16.9261 -21.0484 -0.5172 -0.9084 2.1129 -1.072
C -1.5448 -23.5265 -12.3075 0.3194 -2.3283 0.8641 -1.373
C 0.7708 -19.7121 -25.5157 0.5466 -0.7400 -2.3316 -1.489
C -5.1881 -17.0470 -20.5933 -0.7075 0.5944 2.6522 0.334
S 1.9048 -23.8597 -20.1356 0.7191 0.8080 -0.7998 0.847
S 5.1391 -19.0100 -22.2068 2.9925 0.2772 -0.9961 1.005
H -0.4708 -23.8133 -12.3677 -0.6863 0.3960 -0.0343 0.237
N -1.8702 -23.7489 -10.7779 0.2346 -0.6832 -0.1756 0.325
O 2.6203 -18.2971 -18.4904 -0.0607 -1.6544 0.2224 -0.432
H 0.1316 -21.5376 -16.2307 0.7041 -0.2309 0.4260 0.140
S 1.7665 -22.7449 -13.6590 -0.3021 1.9037 0.4586 0.994
C -3.8162 -16.9462 -14.3449 -0.5123 0.7782 -0.2043 -1.102
N 0.2435 -19.9874 -17.6204 0.8014 -3.0015 0.7100 1.368
H -4.5172 -24.9077 -10.7813 -0.0839 0.4122 -0.1711 0.350
F 8.0886 -20.9528 -18.6255 0.4821 0.8497 -0.4140 -0.202
H -5.9321 -18.4105 -14.6770 -0.2279 -0.3784 0.6290 0.445
H 0.0398 -20.6011 -19.6739 0.1912 0.3009 -0.1271 0.149
C -1.7179 -20.5735 -16.2608 -1.3299 2.0982 -0.1467 -0.470
C 1.1351 -18.6311 -22.3449 -0.3627 0.9285 -1.5584 -2.134
H 0.0837 -22.6394 -24.3308 -0.3667 -0.2223 0.2981 0.418
F 4.5291 -21.4858 -21.6243 0.1622 -0.2350 0.8968 -0.105
H 0.0370 -16.5171 -17.3332 -0.3380 1.5673 -1.0383 0.595
H -0.8015 -21.0213 -25.0100 -0.0602 1.0264 0.4247 0.641
H -2.2768 -25.2858 -9.4107 -0.4009 0.0153 0.0407 0.509
H 2.0267 -25.0451 -7.5147 -1.3414 -0.2327 0.4121 0.287
O -7.2610 -18.4753 -17.6560 0.5918 1.3311 -0.1124 -0.279
H -7.2412 -20.1190 -18.8659 0.0691 0.0199 -0.3768 0.356
C 1.3845 -20.0697 -22.5988 0.7859 -1.9531 1.5414 0.489
H -0.5409 -21.5915 -21.4952 -0.4611 0.2311 -0.0674 -0.978
F 4.3301 -22.0616 -13.4532 -0.6481 -1.3384 -0.1090 -0.267
C -1.8635 -22.2153 -12.9196 -0.1807 -0.3279 -0.6569 0.281
H 0.7999 -22.7785 -22.7085 0.1307 -0.5220 0.4207 0.220
F 7.9632 -21.2278 -20.7692 -0.2396 1.0152 0.9349 -0.225
C 2.2977 -18.8348 -12.6495 -0.5055 -0.1293 -0.1144 0.436
S -2.4078 -15.1765 -19.5322 -0.8491 2.8061 -0.1390 0.804
H 0.2346 -19.6060 -26.5630 0.8870 -0.0268 2.1979 0.380
H 4.5585 -17.7438 -18.3195 0.9813 0.2498 -0.5909 0.188
H 2.0840 -19.8268 -16.6518 0.0281 -0.3912 0.7762 0.185
H -1.7575 -18.9127 -12.9998 0.0315 -1.1000 0.0637 -0.218
F -5.1097 -16.3598 -21.6679 0.0623 1.1950 -1.1854 -0.181
H -3.3515 -16.4852 -16.3764 0.6777 0.1908 -0.9874 -0.072
F 3.3776 -21.4306 -15.1990 -0.3807 0.3852 -1.1579 -0.128
H -2.0443 -19.5321 -16.5507 -0.0741 -0.8279 0.4943 -0.194
H 1.2599 -17.5362 -16.6626 0.4520 0.2128 0.5655 -0.175
C -0.2448 -20.1878 -24.5161 -0.8027 -1.2967 -0.5510 -0.433
C -0.6637 -26.6277 -20.3248 -0.9640 0.6871 2.0430 0.457
F -3.3643 -12.5760 -19.3373 0.7982 0.2773 -0.0338 -0.216
H -3.3472 -23.3393 -9.3275 0.1034 0.0695 0.1410 0.543
H -0.4099 -22.2265 -10.4782 -0.0158 0.5731 -0.2436 0.148
F 0.5315 -27.1750 -20.1706 0.0159 -0.0053 -1.2852 -0.204
F -5.8105 -18.1622 -20.8139 -1.0280 -1.4319 -0.8186 -0.185
H 2.0138 -18.0276 -22.6336 -0.0213 -0.4381 0.5812 0.788
F -1.2627 -26.8953 -19.0967 -0.1227 0.1840 -1.4578 -0.254
H -2.9429 -22.0157 -13.0047 0.4430 -0.0091 -0.0924 0.619
C -0.7450 -23.0636 -9.8954 -1.4621 -0.4217 -0.4356 -0.023
H -0.1806 -16.5918 -20.1581 0.4265 -0.9165 -0.3047 -0.354
H -7.8061 -19.5896 -15.9963 0.0474 0.1255 0.1916 0.499
C -0.2111 -20.5212 -16.2771 -1.3483 0.7315 0.1113 0.393
H 2.2951 -20.2171 -23.1899 -0.6642 0.0344 -0.3735 0.104
H 1.3052 -16.3788 -20.9862 0.8889 0.4781 -0.5027 0.421
C 2.9323 -24.1434 -18.6270 0.1013 0.0485 -0.3343 0.511
C 0.4347 -23.9242 -9.5466 1.0821 0.2461 -0.1013 -0.907
F -5.9837 -16.3745 -19.6257 1.3762 -0.6804 -1.3454 -0.290
H 1.5780 -20.4591 -25.7264 -0.5899 0.5545 0.3221 0.293
C 0.2156 -17.4355 -16.8802 -1.1417 -3.4899 0.9082 -1.380
H 0.8245 -24.4560 -10.4536 -0.5865 -0.2440 0.7617 0.301
H -8.8169 -19.4756 -18.4094 -0.4697 -0.3229 -0.1528 0.391
H 1.3044 -23.2638 -9.3557 -0.5442 0.0684 0.1998 0.624
C -6.1989 -18.0876 -15.6632 -1.1145 -1.2743 0.5702 -0.664
F -4.7909 -14.0176 -19.9499 -0.2585 -0.2564 -0.1587 -0.238
H 3.4508 -16.8659 -17.3214 -0.3971 0.9526 0.3734 0.376
C 3.4210 -22.4612 -14.3803 0.7345 0.9922 0.3018 0.293
H 0.4075 -25.2246 -6.4867 1.0450 0.2964 -0.6067 0.248
F -4.0891 -13.9935 -17.9141 -0.5162 -0.0242 1.4039 -0.221
O -0.4528 -24.4580 -21.8819 0.3328 0.1586 -0.0153 -0.609
H -4.7309 -16.8747 -13.7169 0.6143 0.1128 0.0714 0.457
H -1.3105 -22.7360 -9.0075 0.6150 -0.0531 -0.2259 0.404
F 3.7759 -23.5319 -15.0507 0.6532 -0.4422 0.2027 -0.193
H -1.4264 -20.7105 -18.6769 -0.0975 -0.2334 -0.3933 0.673
S 6.5314 -19.2428 -19.7561 -1.2601 0.6558 1.8113 1.043
C -4.2243 -16.6422 -15.8025 -0.8488 -0.4114 0.9696 -0.156
H -1.0055 -19.9245 -21.7716 -0.0112 1.0285 0.1388 -0.447
F 2.0526 -18.5027 -13.8836 -0.9310 0.8587 -2.0686 -0.135
C -3.2183 -23.1633 -10.3902 0.1152 0.2839 -1.0096 -0.539
H -1.1608 -18.6441 -18.1491 -0.3655 0.4102 -0.2799 1.297
H -5.1458 -17.9232 -17.3807 0.6762 0.8086 0.4406 0.076
F 4.2887 -21.2274 -23.6744 0.7789 0.9300 -0.5400 -0.253
F 9.1239 -19.5700 -20.0336 0.0753 0.0228 0.6195 -0.208
F -1.4038 -27.1578 -21.3143 0.9054 -0.0062 0.7701 -0.197
H -0.0918 -21.9642 -18.5549 -0.2497 0.6533 0.2028 -0.018
C -4.3483 -23.9066 -11.1916 1.3622 0.8987 -0.7544 -1.271
O 2.4791 -24.6448 -21.2046 -0.3681 0.5071 0.7539 -0.719
H -3.4425 -18.9576 -12.2229 0.3018 0.0772 -0.3592 0.189
H 0.1952 -19.8503 -15.4690 -0.2749 -0.9415 -0.8876 -0.203
O 1.9873 -23.5299 -12.4820 -0.0591 0.2761 0.7178 -0.588
H -1.0930 -25.8187 -10.4801 0.3835 0.6702 -0.4550 0.338
H -1.3237 -21.4025 -12.5217 0.1899 1.0583 0.9903 -0.020
C 0.7234 -22.1783 -23.5858 0.2193 -0.7475 -0.5637 -0.872
H -4.9008 -15.7952 -15.8095 0.1861 0.3084 -0.1669 0.535
C -0.3635 -20.9035 -18.7227 0.5063 0.6315 0.9149 -0.694
H -1.3672 -22.2809 -13.8927 -0.5269 -0.1486 -0.2702 -0.083
N -4.9777 -17.8219 -16.3424 1.9913 0.3565 -1.1934 0.663
H 1.2478 -18.7671 -25.2780 -0.0149 0.1016 0.0937 0.317
S 1.2182 -20.2721 -12.2095 0.8750 0.4804 -0.9062 0.818
O 5.6122 -20.2864 -19.2701 0.4422 1.5904 -0.8975 -0.552
C 0.9876 -24.6642 -7.2619 -0.0959 -2.2959 -1.4184 -0.837
O -2.7587 -17.9984 -20.9995 -1.1864 0.7386 2.1182 -0.360
C 8.0221 -20.2665 -19.7831 0.8264 -1.7529 -1.1076 0.509
N 6.4175 -18.7790 -21.2885 -0.4889 -0.9008 1.2651 -0.612
H 3.5630 -20.2969 -18.5449 -0.5299 0.9111 -0.4997 0.527
O 0.1086 -24.7108 -8.4175 0.3352 -0.3851 0.1447 -0.296
C -0.9176 -20.8720 -22.2424 -0.6164 -2.3247 -0.0621 2.085
H 1.6385 -20.6466 -21.6569 -0.3805 0.7427 -0.8534 -0.435
```
Positions in Å, forces in eV/Å.

Calculated values
**Gap between HOMO and LUMO**: 8.3 eV
**DFT total energy**: -247447.2200 eV
**Multiplicity**: 1
**LUMO energy**: -0.81 eV